1.
Here is C5H5NO in the gas phase from OMol25. Energies are from the ωB97M-V functional and the def2-TZVPD basis.

As for the orbital gap: 10.72 eV. The structure (SMILES) is N#C[C@@H]1C[C@@H]1C=O. The value obtained for the LUMO energy is 0.01747 Ha.

Each line ends with the natural charge from an NBO analysis.
CARTESIAN COORDINATES (ANGSTROEM)
O -1.79 -1.49 0.14  -0.469
C -0.92 -0.96 0.78  0.423
C -0.44 0.47 0.53  -0.312
C 1.02 0.78 0.47  -0.387
C 0.26 0.58 -0.81  -0.326
C 0.22 -0.69 -1.51  0.260
N -0.04 -1.71 -1.98  -0.288
H -0.37 -1.54 1.55  0.121
H -1.12 1.26 0.85  0.252
H 1.77 0.05 0.79  0.232
H 1.32 1.81 0.67  0.233
H 0.11 1.44 -1.47  0.260

2.
Here is 3 unconnected molecules or ions with the total composition CH10N2O2 from OMol25. Energies are from the ωB97M-V functional and the def2-TZVPD basis.

As for the orbital gap: 9.93 eV. The structure (SMILES) is NCN.O.O. The value obtained for the LUMO energy is 0.03439 Ha.

Each line ends with the natural charge from an NBO analysis.
CARTESIAN COORDINATES (ANGSTROEM)
N 1.98 -1.67 -1.88  -0.883
C 1.22 -0.46 -1.52  -0.046
N 0.38 -0.66 -0.34  -0.847
H 2.59 -1.44 -2.61  0.347
H 1.56 -2.54 -2.23  0.360
H 0.69 -0.16 -2.46  0.152
H 1.94 0.44 -1.31  0.183
H -0.17 -1.51 -0.51  0.350
H 0.98 -0.70 0.48  0.381
H 1.37 0.29 3.28  0.471
H 1.75 -1.13 2.99  0.467
O 1.95 -0.25 2.76  -0.935
H -5.25 2.96 0.47  0.458
H -5.79 3.16 1.69  0.455
O -5.20 3.66 1.17  -0.913

3.
Here is 2 unconnected molecules or ions with the total composition C4H14N2O from OMol25. Energies are from the ωB97M-V functional and the def2-TZVPD basis.

The multiplicity is 2. Its expectation value of S² is 0.757. Its charge is +1. As for the orbital gap (spin up / spin down): 10.91 / 4.25 eV. The value obtained for the LUMO energy (spin up / spin down) is -0.11056 / -0.32872 Ha.

Each line ends with the natural charge from an NBO analysis.
CARTESIAN COORDINATES (ANGSTROEM)
C -0.17 -0.46 -1.26  -0.250
C 0.41 -0.09 0.07  -0.437
C -0.59 0.55 1.01  -0.393
C -1.45 1.67 0.34  -0.267
N -0.76 2.82 -0.12  -0.468
N -1.45 -1.21 -1.19  -0.681
H -0.28 0.34 -2.01  0.201
H 0.49 -1.20 -1.74  0.256
H 0.94 -0.90 0.57  0.279
H 1.20 0.60 -0.25  0.221
H -0.09 1.04 1.86  0.238
H -1.23 -0.11 1.60  0.263
H -2.22 1.34 -0.35  0.226
H -2.05 1.97 1.22  0.289
H -0.50 2.72 -1.10  0.395
H 0.12 2.96 0.39  0.395
H -2.25 -0.70 -0.79  0.356
H -1.77 -1.30 -2.15  0.377
H 4.43 -2.95 1.67  0.472
H 3.42 -3.95 1.26  0.469
O 3.80 -3.13 0.96  -0.940

4.
Here is a molecular structure, C10H14N2S2 from OMol25. Energies are from the ωB97M-V functional and the def2-TZVPD basis.

As for the orbital gap: 9.14 eV. The value obtained for the LUMO energy is 0.01850 Ha.

Each line ends with the natural charge from an NBO analysis.
CARTESIAN COORDINATES (ANGSTROEM)
C 1.18 3.29 -3.80  -0.610
C 1.31 2.38 -2.68  -0.477
C 0.15 1.22 -2.77  -0.521
C -0.88 -0.89 -1.14  -0.150
C 0.33 -2.11 0.88  -0.262
C 0.35 -1.09 2.03  0.030
C -0.64 -0.14 2.20  -0.294
C -0.57 0.71 3.33  0.074
C 1.38 -0.39 4.02  0.044
C 1.46 -1.32 2.98  -0.293
H 1.90 4.37 -3.60  0.232
H 1.82 2.74 -4.94  0.217
H -0.06 3.66 -3.97  0.218
H 2.32 2.03 -2.93  0.226
H 1.14 2.75 -1.47  0.224
H 0.24 0.41 -3.73  0.249
H -0.81 1.76 -2.64  0.240
H -1.71 -2.18 -0.09  0.427
H 0.00 -3.10 1.46  0.242
H 1.36 -2.36 0.47  0.231
H -1.37 -0.01 1.36  0.240
H -1.29 1.46 3.53  0.198
H 2.00 -0.51 5.01  0.197
H 2.28 -1.89 2.46  0.237
N -0.74 -1.71 -0.06  -0.632
N 0.45 0.59 4.17  -0.439
S 0.45 0.10 -1.31  0.315
S -2.34 -0.81 -1.82  -0.162

5.
Here is C4H10O in the gas phase from OMol25. Energies are from the ωB97M-V functional and the def2-TZVPD basis.

As for the orbital gap: 11.00 eV. The structure (SMILES) is CCCOC. The value obtained for the LUMO energy is 0.04197 Ha.

Each line ends with the natural charge from an NBO analysis.
CARTESIAN COORDINATES (ANGSTROEM)
C 2.30 -0.17 0.06  -0.623
C 1.01 0.67 -0.03  -0.416
C -0.22 -0.25 -0.17  -0.060
C -2.61 -0.08 0.07  -0.248
H 2.44 -0.67 1.05  0.207
H 2.41 -0.93 -0.73  0.207
H 3.23 0.51 -0.02  0.213
H 0.83 1.31 0.89  0.209
H 1.15 1.44 -0.84  0.206
H -0.18 -0.75 -1.14  0.161
H -0.07 -1.04 0.62  0.159
H -2.80 -0.77 -0.75  0.169
H -3.35 0.79 -0.07  0.193
H -2.77 -0.59 1.09  0.167
O -1.36 0.55 -0.03  -0.545

6.
Here is 3 unconnected molecules or ions with the total composition C12H30O6 from OMol25. Energies are from the ωB97M-V functional and the def2-TZVPD basis.

As for the orbital gap: 10.30 eV. The structure (SMILES) is COCCOC.COCCOC.COCCOC. The value obtained for the LUMO energy is 0.03296 Ha.

Each line ends with the natural charge from an NBO analysis.
CARTESIAN COORDINATES (ANGSTROEM)
C -19.33 -22.06 22.12  -0.257
O -18.13 -21.93 21.35  -0.556
C -17.08 -21.14 22.02  -0.071
C -16.02 -20.68 21.05  -0.085
O -15.21 -19.82 21.85  -0.532
C -14.19 -19.26 21.13  -0.235
H -19.74 -22.99 21.74  0.184
H -20.11 -21.29 22.16  0.181
H -19.06 -22.28 23.15  0.169
H -16.58 -21.77 22.76  0.175
H -17.50 -20.25 22.49  0.179
H -16.50 -20.06 20.29  0.166
H -15.56 -21.54 20.55  0.176
H -13.52 -20.03 20.75  0.158
H -13.65 -18.51 21.71  0.190
H -14.57 -18.74 20.25  0.154
C -17.55 -29.43 23.20  -0.244
O -17.66 -28.04 22.92  -0.547
C -16.79 -27.18 23.64  -0.099
C -16.89 -25.72 23.04  -0.074
O -17.95 -24.93 23.56  -0.541
C -19.23 -25.25 23.16  -0.243
H -18.30 -29.95 22.59  0.195
H -17.65 -29.64 24.26  0.166
H -16.59 -29.85 22.92  0.162
H -15.76 -27.53 23.61  0.161
H -16.86 -27.18 24.73  0.172
H -16.93 -25.83 21.96  0.178
H -15.94 -25.28 23.35  0.189
H -19.48 -26.24 23.55  0.178
H -19.29 -25.14 22.08  0.164
H -19.90 -24.50 23.57  0.183
C -25.14 -21.72 19.54  -0.260
O -24.58 -20.46 20.04  -0.567
C -24.38 -20.29 21.49  -0.093
C -23.62 -19.03 21.67  -0.090
O -22.26 -19.34 21.67  -0.536
C -21.69 -19.59 20.42  -0.263
H -24.44 -22.44 19.12  0.179
H -25.89 -21.46 18.79  0.189
H -25.80 -22.24 20.23  0.173
H -23.95 -21.18 21.95  0.187
H -25.31 -20.10 22.03  0.169
H -23.71 -18.54 22.64  0.196
H -23.93 -18.24 20.99  0.187
H -21.87 -18.91 19.58  0.170
H -22.04 -20.56 20.08  0.172
H -20.60 -19.52 20.43  0.187

7.
Here is 5 unconnected molecules or ions with the total composition C2H11O6 from OMol25. Energies are from the ωB97M-V functional and the def2-TZVPD basis.

Its charge is -1. As for the orbital gap: 8.93 eV. The value obtained for the LUMO energy is 0.13500 Ha.

Each line ends with the natural charge from an NBO analysis.
CARTESIAN COORDINATES (ANGSTROEM)
O 0.14 0.08 0.57  -0.878
C 1.11 0.92 0.56  0.776
O 1.85 1.21 1.50  -0.721
C 1.24 1.78 -0.69  -0.736
H 0.31 1.87 -1.26  0.179
H 1.39 2.81 -0.41  0.208
H 1.86 1.44 -1.51  0.224
H -1.98 1.69 1.50  0.469
H -1.28 0.91 0.24  0.504
O -2.06 1.43 0.57  -1.020
H 0.08 -1.01 -1.93  0.489
H 0.08 0.44 -2.65  0.474
O 0.45 -0.44 -2.61  -0.971
H 0.52 -2.03 -0.76  0.482
H -0.64 -2.86 0.09  0.513
O -0.12 -2.72 -0.72  -1.003
H -0.94 -1.46 1.75  0.495
H -1.82 -0.97 0.66  0.492
O -1.75 -1.70 1.26  -0.978

8.
Here is a molecular structure, C47H52KN6O2SSb from OMol25. Energies are from the ωB97M-V functional and the def2-TZVPD basis.

As for the orbital gap: 7.02 eV. The value obtained for the LUMO energy is 0.00988 Ha.

Each line ends with the Löwdin charge.
CARTESIAN COORDINATES (ANGSTROEM)
K -2.29 -1.14 0.61  0.586
N -1.52 2.34 -0.53  0.183
C -2.39 3.58 -0.52  -0.263
C -2.78 3.87 0.96  -0.108
C -3.71 2.85 1.59  -0.369
N -2.99 1.67 2.07  0.030
C -4.89 2.55 0.65  -0.108
C -4.57 2.28 -0.81  -0.347
N -3.86 0.97 -1.00  0.037
C -3.60 3.33 -1.36  -0.128
H -1.09 2.05 0.35  0.115
H -0.90 2.20 -1.37  0.088
H -2.21 1.55 -0.77  0.083
H -1.88 4.43 -0.98  0.145
H -3.24 4.87 1.00  0.128
H -1.86 4.00 1.57  0.111
H -4.11 3.33 2.52  0.144
H -3.70 0.92 2.19  -0.022
H -2.55 1.88 2.99  0.094
H -5.57 3.40 0.61  0.129
H -5.51 1.72 0.88  0.078
H -5.50 2.43 -1.34  0.135
H -4.01 0.64 -1.95  0.097
H -4.40 0.26 -0.44  0.040
H -4.10 4.32 -1.48  0.138
H -3.29 2.91 -2.36  0.143
S -5.29 -1.10 2.15  0.476
C -5.41 -2.07 0.72  -0.830
C -6.30 -3.19 0.68  -0.141
C -6.30 -4.02 -0.41  -0.094
C -5.55 -3.68 -1.57  -0.092
C -4.77 -2.54 -1.51  -0.175
N -4.67 -1.77 -0.41  -0.109
H -6.93 -3.45 1.57  0.107
H -7.03 -4.86 -0.37  0.112
H -5.63 -4.25 -2.49  0.091
H -4.18 -2.28 -2.41  0.110
C -1.00 -1.83 3.97  -0.090
C 0.32 -2.20 4.43  -0.357
C 0.43 -3.10 5.47  -0.033
C 1.70 -3.51 5.97  -0.047
C 2.86 -3.11 5.29  -0.092
C 2.73 -2.29 4.20  -0.138
C 1.51 -1.80 3.82  -0.300
Sb 1.36 -0.64 1.96  1.579
C 3.45 -0.95 1.53  -0.361
C 4.42 -0.11 1.99  -0.148
C 5.79 -0.25 1.63  -0.080
C 6.19 -1.34 0.88  -0.071
C 5.17 -2.24 0.45  -0.043
C 3.85 -2.13 0.83  -0.301
C 2.79 -3.03 0.25  -0.076
C 1.11 1.32 2.85  -0.347
C 0.79 1.54 4.16  -0.118
C 0.52 2.81 4.64  -0.075
C 0.59 3.84 3.71  -0.095
C 0.97 3.65 2.39  -0.061
C 1.23 2.34 1.94  -0.343
C 1.74 2.19 0.52  -0.098
H -1.04 -0.85 3.44  0.043
H -1.72 -1.75 4.80  0.104
H -1.37 -2.57 3.28  0.083
H -0.34 -3.53 6.06  0.099
H 1.80 -4.11 6.86  0.091
H 3.89 -3.40 5.49  0.109
H 3.61 -1.96 3.64  0.091
H 4.15 0.76 2.59  0.101
H 6.48 0.57 1.89  0.110
H 7.16 -1.36 0.57  0.072
H 5.37 -3.15 -0.12  0.113
H 3.18 -3.93 -0.28  0.096
H 2.08 -2.54 -0.42  0.053
H 2.11 -3.37 1.01  0.053
H 0.87 0.68 4.87  0.113
H 0.37 3.14 5.64  0.100
H 0.55 4.88 4.02  0.100
H 1.15 4.51 1.75  0.116
H 1.31 3.06 0.00  0.086
H 1.36 1.31 -0.01  0.018
H 2.86 2.22 0.41  0.098
O -1.05 -2.50 -1.28  -0.053
C -0.47 -1.61 -1.90  -0.597
N 0.49 -1.79 -2.91  0.163
C 1.06 -0.56 -3.28  -0.301
C 0.13 0.39 -2.47  -0.395
O 0.16 1.65 -2.60  -0.013
N -0.69 -0.31 -1.67  0.142
C 0.97 -0.23 -4.77  -0.127
C 1.97 0.61 -5.28  -0.009
C 1.97 1.01 -6.62  -0.076
C 0.95 0.62 -7.41  -0.099
C -0.12 -0.14 -6.89  -0.072
C -0.09 -0.56 -5.59  -0.030
C 2.49 -0.51 -2.81  -0.170
C 3.00 0.50 -2.06  -0.057
C 4.34 0.67 -1.75  -0.049
C 5.23 -0.15 -2.46  -0.068
C 4.72 -1.20 -3.24  -0.100
C 3.40 -1.42 -3.38  -0.048
H 1.02 -2.62 -2.93  0.123
H 2.72 1.05 -4.68  0.111
H 2.84 1.48 -7.09  0.111
H 0.93 0.63 -8.49  0.098
H -0.86 -0.49 -7.57  0.095
H -0.84 -1.12 -5.10  0.108
H 2.35 1.30 -1.73  0.084
H 4.70 1.55 -1.23  0.105
H 6.27 0.06 -2.36  0.097
H 5.40 -1.89 -3.72  0.105
H 3.20 -2.25 -4.13  0.155

How do the records compare in ΔE to the lowest compared entry with this formula, charge and spin? In the order shown, they have 1.918; 1.100; 1.506; 5.107; 1.130; 3.005; 1.158; 0.022 eV.